No. 1
A structure of composition C44H38IrN3P2S. Source: OMol25; level of theory: wB97M-V/def2-TZVPD.

E_HOMO (spin up / spin down)   -5.408 / -5.411 eV
ΔE to the lowest compared entry with this formula, charge and spin   21.57 kcal/mol

```
89
Properties=species:S:1:pos:R:3:mulliken_charge:R:1
Ir -0.49167 1.90954 -0.15691 1.74
S 3.48490 4.01216 -0.82436 -0.46
C 3.96703 2.44883 -0.25004 1.01
C 5.24288 1.90312 -0.14270 -0.66
C 5.36418 0.62581 0.37382 -0.59
C 4.22970 -0.07837 0.79652 -0.65
C 2.96831 0.47770 0.69025 -0.10
C 2.83056 1.74331 0.13519 -1.32
N 1.62951 2.41967 -0.06711 0.01
C 1.82235 3.62009 -0.51555 0.44
C 0.69739 4.51432 -0.70235 1.37
C 0.85937 5.87519 -0.97195 -0.70
C -0.24664 6.69994 -1.01893 -0.88
C -1.50831 6.14879 -0.79854 -0.77
C -1.66399 4.79517 -0.55078 0.11
C -0.56915 3.92031 -0.49902 -1.03
H 6.11983 2.46103 -0.45147 0.41
H 6.34745 0.18075 0.46583 0.40
H 4.33366 -1.07615 1.20786 0.46
H 2.08457 -0.04596 1.02646 0.56
H 1.85557 6.28400 -1.13221 0.36
H -0.13155 7.75981 -1.20895 0.38
H -2.38323 6.79032 -0.82307 0.41
H -2.66442 4.40289 -0.40172 0.38
N -0.29677 1.99665 6.35346 -0.47
C -0.41172 1.95538 4.99006 0.91
C -0.44877 0.74453 4.29577 -0.83
C -0.52538 0.76182 2.91736 -0.20
N -0.56734 1.87542 2.19139 0.14
C -0.55016 3.03174 2.85468 -0.61
C -0.47883 3.12461 4.22913 -0.88
H -0.37845 1.15606 6.89089 0.20
H -0.39192 2.86779 6.83737 0.19
H -0.41521 -0.20100 4.83024 0.42
H -0.56944 -0.16586 2.35810 0.12
H -0.59770 3.92575 2.23915 0.34
H -0.46732 4.09793 4.71151 0.34
C -2.45765 1.79074 -0.34255 -1.14
H -3.05936 1.28444 0.42320 0.27
H -3.07875 2.33146 -1.06572 0.61
C -1.86871 -1.16165 -1.83346 -1.27
P -0.37369 -0.38699 -1.06284 0.66
C 0.36554 0.39544 -2.57854 0.91
C 1.73547 0.40277 -2.84470 -0.81
C 2.26135 1.18691 -3.86609 -0.72
C 1.42894 1.96682 -4.65309 -0.72
C 0.05791 1.95079 -4.42055 -0.56
C -0.46748 1.17971 -3.39394 -0.86
C 0.74428 -1.82644 -0.77747 2.24
C 1.43387 -2.48686 -1.79671 -1.09
C 2.28050 -3.55117 -1.51037 -0.84
C 2.43435 -3.98842 -0.20130 -0.84
C 1.74329 -3.35378 0.82078 -1.06
C 0.91509 -2.27416 0.53106 -1.00
P -2.98336 -2.43503 -1.06550 -0.57
C -2.22808 -4.06152 -1.43133 0.74
C -1.22060 -4.29437 -2.35805 -0.26
C -0.79079 -5.58926 -2.63522 -0.45
C -1.37803 -6.67297 -2.00313 -0.60
C -2.42366 -6.46020 -1.10927 -0.56
C -2.85292 -5.16960 -0.84052 -0.56
C -2.76877 -2.21604 0.75524 0.30
C -2.08263 -3.06836 1.61839 0.03
C -2.10165 -2.84831 2.99351 -0.82
C -2.80222 -1.77357 3.52510 -0.38
C -3.48433 -0.91188 2.67544 -0.60
C -3.47550 -1.14129 1.30728 -0.37
H -1.58870 -1.53536 -2.82040 0.91
H -2.53961 -0.31890 -2.00082 0.64
H 2.41463 -0.16973 -2.22732 0.34
H 3.33057 1.18483 -4.04169 0.43
H 1.84414 2.58774 -5.43952 0.38
H -0.60822 2.56028 -5.02403 0.42
H -1.53442 1.20208 -3.21147 0.15
H 1.31258 -2.16293 -2.82294 0.45
H 2.81646 -4.04509 -2.31381 0.46
H 3.09647 -4.81844 0.02148 0.44
H 1.85314 -3.69191 1.84636 0.45
H 0.39462 -1.76610 1.33375 0.69
H -0.76183 -3.46550 -2.88067 0.13
H 0.00851 -5.74690 -3.35158 0.40
H -1.03579 -7.68003 -2.21365 0.39
H -2.91302 -7.30233 -0.63276 0.39
H -3.68560 -5.01040 -0.16209 0.41
H -1.52537 -3.91035 1.22691 0.44
H -1.56678 -3.52685 3.64975 0.38
H -2.82025 -1.60926 4.59720 0.43
H -4.03071 -0.06541 3.07825 0.36
H -4.04249 -0.48980 0.65005 0.70
```

No. 2
A cluster of 3 separate species, C3H12NO2 in total. Source: OMol25; level of theory: wB97M-V/def2-TZVPD.

E_HOMO   -14.359 eV
Total charge   +1
ΔE to the lowest compared entry with this formula, charge and spin   28.90 kcal/mol

```
18
Properties=species:S:1:pos:R:3:mulliken_charge:R:1
C 0.60455 2.04039 -1.81642 -1.17
C 0.99862 0.74116 -1.23927 0.65
C 2.12782 0.14723 -0.87661 -0.79
N -0.20732 0.09687 -0.52998 -0.37
H 1.03195 2.82026 -1.18332 0.30
H -0.43645 2.40894 -1.88350 0.35
H 0.98905 2.18903 -2.84888 0.33
H 2.06560 -0.58230 -0.07204 0.25
H 3.07821 0.50471 -1.24194 0.31
H -1.06312 0.48724 -0.93503 0.36
H -0.11506 -0.91356 -0.54105 0.36
H -0.18772 0.38986 0.47557 0.43
H -1.33354 -0.79713 1.98649 0.38
H -1.40708 0.66933 2.76121 0.30
O -1.20231 0.16693 1.98019 -0.67
H -0.82553 -2.93068 2.13308 0.33
H -1.93619 -3.30743 1.23876 0.33
O -1.39958 -2.52104 1.47160 -0.70
```

No. 3
A cluster of 2 separate species, C6H14N2O4 in total. Source: OMol25; level of theory: wB97M-V/def2-TZVPD.

E_HOMO   -8.590 eV
ΔE to the lowest compared entry with this formula, charge and spin   109.14 kcal/mol

```
26
Properties=species:S:1:pos:R:3:mulliken_charge:R:1
C -2.43789 -1.24621 -0.24356 -1.67
C -0.23424 -0.25689 1.98038 -1.44
C 1.35174 0.62521 -1.71031 -1.51
C -1.29875 -0.20344 -0.41857 0.11
C -0.12410 -0.50518 0.46970 0.36
C 1.38306 0.92370 -0.25802 0.75
N 0.85727 2.15825 0.11134 -0.35
N 0.69092 -1.51020 0.03380 1.17
O 1.67592 -1.86194 0.72570 -0.74
O 0.48778 -1.99069 -1.09669 -0.69
O -1.90572 1.12734 -0.20483 -0.58
O 2.44974 0.58475 0.49196 -0.59
H -3.03860 -1.30051 -1.06642 0.51
H -2.86886 -1.19735 0.80284 0.24
H -1.99666 -2.19389 -0.37748 0.45
H 0.58550 0.48189 2.19611 0.25
H -1.20669 0.05863 2.42008 0.38
H -0.01078 -1.20934 2.42410 0.41
H 0.26925 0.47251 -2.17048 0.26
H 1.80832 -0.27385 -2.02919 0.43
H 1.99653 1.41528 -2.11847 0.47
H -1.19891 -0.36127 -1.53663 0.28
H 1.36581 2.60567 0.91038 0.28
H 0.71034 2.77112 -0.65737 0.26
H -1.63086 1.33714 0.69905 0.42
H 2.31987 -0.45072 0.62254 0.55
```

No. 4
A cluster of 9 separate species, C32H60O19 in total. Source: OMol25; level of theory: wB97M-V/def2-TZVPD.

E_HOMO   -9.344 eV

```
111
Properties=species:S:1:pos:R:3:mulliken_charge:R:1
C 8.71076 -9.92551 -2.61381 -0.59
O 9.17558 -8.57270 -2.31912 -0.30
C 8.35790 -7.67879 -1.94555 0.80
O 7.31934 -7.90574 -1.26149 -0.60
O 8.72114 -6.48402 -2.53047 -0.29
C 7.64600 -5.51709 -2.51732 -0.68
H 9.17584 -10.20379 -3.55951 0.23
H 7.62517 -10.01914 -2.64291 0.33
H 9.10537 -10.57563 -1.83295 0.25
H 8.03579 -4.56843 -2.88638 0.29
H 7.33908 -5.13961 -1.54192 0.28
H 6.81203 -5.72398 -3.18798 0.29
C 0.16776 8.73586 -6.10085 -0.65
O -0.01422 7.53231 -5.38150 -0.30
C -0.96485 6.67664 -5.67894 0.75
O -1.83458 6.79857 -6.45609 -0.52
O -0.77071 5.54669 -4.99071 -0.29
C -1.48770 4.37829 -5.10866 -0.63
H 0.33630 8.51651 -7.15517 0.28
H 0.91441 9.33717 -5.58213 0.25
H -0.67376 9.41149 -5.94769 0.30
H -0.82049 3.59731 -4.74394 0.20
H -1.85256 4.15252 -6.11066 0.31
H -2.27089 4.43604 -4.35277 0.29
C 2.86148 0.40222 -3.84497 -0.64
O 3.09182 1.14045 -2.59487 -0.28
C 2.51202 0.58823 -1.45743 0.72
O 1.87179 -0.42305 -1.36263 -0.53
O 2.74731 1.45136 -0.41716 -0.31
C 2.09616 1.46091 0.84036 -0.60
H 3.46875 0.73046 -4.68852 0.27
H 1.84862 0.31020 -4.23705 0.28
H 3.10367 -0.63669 -3.62110 0.28
H 2.77914 0.96877 1.53277 0.25
H 1.18130 0.86861 0.85792 0.33
H 1.86425 2.50019 1.07321 0.22
C 0.10383 9.18968 1.00205 -0.66
O -0.99040 8.39993 0.49905 -0.28
C -2.29571 8.64121 0.69945 0.77
O -3.21874 8.13857 0.00407 -0.58
O -2.51602 9.63406 1.69521 -0.30
C -3.85198 9.92282 2.01220 -0.63
H 0.04074 10.25958 1.20057 0.30
H 0.93405 9.15121 0.29682 0.28
H 0.40759 8.78361 1.96690 0.30
H -3.99886 9.37567 2.94340 0.24
H -4.61633 9.72101 1.26176 0.32
H -3.87044 11.00401 2.14925 0.24
O -5.04932 -3.98075 1.82986 -0.57
C -5.42887 -3.29278 0.94754 0.43
C -6.51370 -3.54946 0.01697 -0.29
C -6.53510 -2.22885 -0.74850 -0.47
C -5.30409 -1.53891 -0.37097 -0.38
O -4.99496 -2.05629 0.85906 -0.34
H -6.48713 -4.54123 -0.43445 0.32
H -7.44792 -3.63627 0.57176 0.18
H -6.50216 -2.31086 -1.83492 0.28
H -7.49397 -1.75293 -0.54316 0.26
H -4.47992 -1.90483 -0.98330 0.27
H -5.36242 -0.45304 -0.44551 0.31
O 4.94331 -6.03816 7.31714 -0.63
C 4.66692 -5.60849 6.13264 0.51
C 3.38551 -5.28944 5.44312 -0.34
C 3.89511 -5.15500 3.96472 -0.51
C 5.24989 -4.54724 4.20777 -0.36
O 5.73814 -5.32494 5.31277 -0.32
H 2.66015 -6.08492 5.61393 0.28
H 3.11201 -4.29560 5.79749 0.23
H 3.91340 -6.14788 3.51532 0.29
H 3.29004 -4.47454 3.36558 0.30
H 5.90408 -4.59005 3.33697 0.29
H 5.21020 -3.53575 4.61199 0.27
C 0.31328 -3.16042 -11.86567 -0.55
C 1.10551 -4.38040 -11.66297 -0.54
C 2.12753 -3.75378 -10.72324 -0.45
O 2.11282 -2.31339 -10.80036 -0.39
C 1.21468 -1.95822 -11.84168 -0.41
H -0.30172 -3.12047 -10.96662 0.23
H -0.35028 -3.14446 -12.73028 0.39
H 1.48582 -4.70436 -12.63174 0.28
H 0.54146 -5.21443 -11.24544 0.28
H 3.10433 -4.18814 -10.93610 0.29
H 1.84696 -4.01533 -9.70296 0.28
H 1.72494 -1.77697 -12.78767 0.28
H 0.61869 -1.04993 -11.75291 0.31
C -1.71800 -1.88894 8.92261 -0.50
C -0.37901 -1.88439 9.67667 -0.52
C 0.35955 -0.64556 9.18863 -0.36
O -0.16810 -0.63577 7.75476 -0.45
C -1.36624 -1.42872 7.54894 -0.35
H -2.51543 -1.26227 9.32196 0.24
H -2.20718 -2.84906 8.75836 0.32
H 0.26248 -2.76549 9.66071 0.29
H -0.55828 -1.63378 10.72221 0.28
H 1.44785 -0.68454 9.23542 0.28
H -0.02920 0.22268 9.72074 0.25
H -1.20839 -2.32982 6.95633 0.23
H -2.19019 -0.91310 7.05565 0.28
C -6.91757 2.74111 5.69909 -0.43
C -6.47987 3.99044 4.98840 -0.57
C -5.05788 4.21644 5.53621 -0.37
O -4.97508 3.36042 6.72178 -0.42
C -6.31418 2.94568 7.11671 -0.42
H -6.39802 1.89900 5.24193 0.21
H -7.98751 2.54090 5.75626 0.34
H -7.07838 4.87887 5.18981 0.27
H -6.35447 3.90928 3.90869 0.28
H -5.01423 5.25559 5.86234 0.24
H -4.33053 3.99496 4.75519 0.32
H -6.72292 3.67846 7.81246 0.27
H -6.31923 2.01818 7.68928 0.28
```

No. 5
The molecule C4H6N2. Source: OMol25; level of theory: wB97M-V/def2-TZVPD.

E_HOMO   -8.890 eV
ΔE to the lowest compared entry with this formula, charge and spin   36.29 kcal/mol

```
12
Properties=species:S:1:pos:R:3:mulliken_charge:R:1
C -0.19080 -0.22467 1.74741 -1.07
C 0.21923 -0.01028 0.28807 0.47
C 1.03532 -0.71766 -0.64151 -0.35
N 0.59119 -0.61037 -1.93218 -0.69
N -0.36282 0.33348 -1.83559 0.22
C -0.50492 0.77943 -0.57928 -0.46
H 0.63230 -0.35607 2.45304 0.32
H -0.83499 0.58447 2.12895 0.33
H -0.81790 -1.13269 1.80379 0.24
H 2.02334 -1.12987 -0.42157 0.38
H -0.88049 0.74393 -2.60284 0.23
H -0.92831 1.74564 -0.40237 0.37
```

No. 6
The molecule C22H25N3O5S. Source: OMol25; level of theory: wB97M-V/def2-TZVPD.

E_HOMO   -7.636 eV
ΔE to the lowest compared entry with this formula, charge and spin   68.79 kcal/mol

```
56
Properties=species:S:1:pos:R:3:mulliken_charge:R:1
C -5.40052 -2.39525 0.66435 -0.78
O -4.81260 -2.56524 -0.60243 -0.48
C -3.53852 -2.12760 -0.79165 0.82
C -3.02621 -2.27929 -2.08370 -0.65
C -1.75826 -1.84817 -2.38722 -0.46
C -0.94600 -1.27296 -1.40295 0.20
N 0.27752 -0.80725 -1.81503 -0.26
C 1.34397 -0.62750 -1.17793 0.11
S 1.57539 -1.09203 0.55428 -0.11
C 3.40377 -1.13316 0.71835 0.44
C 3.77129 -2.24554 1.70697 0.21
N 3.18480 -2.11469 2.91652 -0.30
O 4.54720 -3.12684 1.43387 -0.62
C 4.02661 -1.37166 -0.64264 -1.38
C 3.72890 -0.21060 -1.56137 0.80
O 4.58992 0.46277 -2.07975 -0.64
N 2.39639 0.02618 -1.79008 0.19
C 2.05451 1.00291 -2.82091 -1.15
C 1.76270 2.37976 -2.21080 -1.43
C 0.57342 2.32093 -1.29497 0.13
C -0.71482 2.27968 -1.80413 -0.46
C -1.78870 2.15199 -0.94982 -0.63
C -1.62555 2.06223 0.42994 0.26
O -2.79700 1.92924 1.11751 -0.49
C -2.81048 1.66787 2.50130 -0.74
C -0.32342 2.12035 0.95662 1.02
O -0.16026 2.04182 2.32201 -0.47
C 1.14062 2.06730 2.84778 -0.65
C 0.74659 2.24536 0.07915 -0.02
C -1.45763 -1.13257 -0.11497 0.13
C -2.74012 -1.54760 0.18805 -0.89
H -4.86484 -2.95835 1.43571 0.31
H -6.41321 -2.78518 0.57398 0.24
H -5.44285 -1.33863 0.94756 0.31
H -3.65684 -2.72988 -2.83372 0.43
H -1.36492 -1.95568 -3.38587 0.47
H 3.72387 -0.17076 1.13345 0.46
H 2.42955 -1.46878 3.06831 0.19
H 3.32334 -2.85060 3.59014 0.24
H 3.63188 -2.29936 -1.06597 0.39
H 5.10828 -1.47328 -0.54125 0.46
H 1.18056 0.62820 -3.35378 0.51
H 2.91261 1.06997 -3.49235 0.57
H 2.64801 2.72117 -1.67144 0.37
H 1.57057 3.07341 -3.03076 0.46
H -0.87952 2.33792 -2.86872 0.42
H -2.79686 2.10629 -1.32913 0.46
H -2.40583 2.50186 3.07837 0.27
H -2.25624 0.75906 2.74737 0.23
H -3.86252 1.53142 2.75402 0.29
H 1.74070 1.22868 2.47798 0.03
H 1.01959 1.97383 3.92655 0.29
H 1.65216 3.00926 2.62431 0.36
H 1.75223 2.28857 0.46849 0.32
H -0.86463 -0.65476 0.64899 -0.08
H -3.10861 -1.40477 1.19141 0.31
```

No. 7
The molecule C7H13N. Source: OMol25; level of theory: wB97M-V/def2-TZVPD.

E_HOMO (spin up / spin down)   -8.307 / -8.306 eV
ΔE to the lowest compared entry with this formula, charge and spin   58.76 kcal/mol

```
21
Properties=species:S:1:pos:R:3:mulliken_charge:R:1
C 0.83192 0.10685 -1.18216 -0.93
C 1.41839 0.37461 0.02578 0.90
C 2.83903 0.06205 0.35390 -1.35
C 0.52712 0.76576 1.17482 -0.65
N -0.75307 1.06431 0.58849 -0.56
C -1.29122 0.07788 -0.08746 0.96
C -1.33155 -1.35969 0.41276 -1.38
C -2.49772 0.46162 -0.90804 -1.45
H 1.39840 -0.48701 -1.89639 0.33
H 0.23697 0.83197 -1.71737 0.29
H 3.35402 0.97734 0.65765 0.32
H 3.36532 -0.34845 -0.50659 0.35
H 2.91698 -0.63598 1.19050 0.31
H 0.91331 1.67739 1.64640 0.40
H 0.50206 -0.04559 1.92488 0.28
H -1.92937 -1.99418 -0.23878 0.40
H -0.33525 -1.79770 0.45013 0.37
H -1.74078 -1.39704 1.42424 0.30
H -2.45343 1.51503 -1.17581 0.39
H -3.40947 0.30360 -0.33032 0.36
H -2.56166 -0.15275 -1.80665 0.37
```

No. 8
A cluster of 2 separate species, C6H10N4O4 in total. Source: OMol25; level of theory: wB97M-V/def2-TZVPD.

E_HOMO (spin up / spin down)   0.569 / -0.196 eV
Total charge   -2
ΔE to the lowest compared entry with this formula, charge and spin   1.04 kcal/mol

```
24
Properties=species:S:1:pos:R:3:mulliken_charge:R:1
C -0.39332 2.01864 -0.05553 0.63
C 2.50533 -0.94997 -0.14576 0.33
C 0.29662 -0.23830 0.24359 -1.14
C -0.87881 0.63863 -0.38234 0.39
C 0.69234 2.46506 -1.02373 -1.17
C 2.42143 -1.89246 1.04728 -1.09
N -2.53998 -0.75749 0.56016 -1.02
N 1.43531 -0.19080 -0.50374 -0.26
N -2.19397 0.40880 0.12870 0.96
N -3.37883 -1.96047 -0.79881 0.03
O -3.07539 1.37465 -0.24313 -0.79
O -4.24278 -2.55273 -0.13089 -0.51
O -0.66819 2.58295 0.97541 -0.62
O 3.61840 -0.83590 -0.76543 -0.82
H 0.43195 0.13913 1.23564 0.25
H -0.12405 -1.19055 0.30760 0.62
H -0.87319 0.46527 -1.50811 0.15
H 0.39824 2.76331 -2.10335 0.25
H 1.47634 1.65017 -1.31013 0.31
H 1.22401 3.40614 -0.70692 0.33
H 2.44600 -1.52148 2.08191 0.23
H 3.23876 -2.58958 0.90147 0.35
H 1.50598 -2.39678 1.02966 0.34
H -3.32218 -0.83624 1.16647 0.26
```

Number 1: strongest force on any atom 0.071 hartree/bohr. Number 2: strongest force on any atom 0.048 hartree/bohr. Number 3: strongest force on any atom 0.078 hartree/bohr. Number 4: strongest force on any atom 0.127 hartree/bohr. Number 5: strongest force on any atom 0.037 hartree/bohr. Number 6: strongest force on any atom 0.023 hartree/bohr. Number 7: strongest force on any atom 0.080 hartree/bohr. Number 8: strongest force on any atom 0.089 hartree/bohr.